# 1
{"formula": "C38H66N2O21S", "method": "ωB97M-V/def2-TZVPD", "e_lumo_ev": -0.51, "largest_force_ev_per_a": 1.3, "spin_multiplicity": 1, "homo_ev": -8.64, "orbital_gap_ev": 8.1, "elements": ["C", "C", "C", "C", "C", "C", "C", "C", "C", "C", "C", "O", "C", "O", "C", "O", "C", "C", "C", "C", "C", "C", "N", "S", "N", "C", "H", "H", "H", "H", "H", "H", "H", "H", "H", "H", "H", "H", "H", "H", "H", "H", "H", "H", "H", "H", "H", "H", "H", "H", "H", "H", "H", "H", "H", "H", "C", "O", "C", "O", "O", "C", "H", "H", "H", "H", "H", "H", "C", "O", "C", "O", "O", "C", "H", "H", "H", "H", "H", "H", "C", "O", "C", "O", "O", "C", "H", "H", "H", "H", "H", "H", "C", "O", "C", "O", "O", "C", "H", "H", "H", "H", "H", "H", "C", "O", "C", "O", "O", "C", "H", "H", "H", "H", "H", "H", "C", "O", "C", "O", "O", "C", "H", "H", "H", "H", "H", "H"], "positions_angstrom": [[10.024, -1.083, 3.224], [8.619, -1.607, 2.890], [8.097, -1.071, 1.570], [6.736, -1.650, 1.151], [5.624, -1.385, 2.167], [5.195, 0.084, 2.167], [3.931, 0.288, 3.037], [2.617, 0.475, 2.302], [1.605, 1.251, 2.825], [1.828, 1.980, 4.127], [2.716, 3.245, 4.015], [3.415, 3.347, 2.765], [2.996, 4.344, 1.963], [1.853, 4.622, 1.804], [0.341, 1.406, 2.152], [-0.699, 2.165, 2.623], [-1.360, 1.751, 3.824], [-1.337, 0.263, 4.114], [-2.085, -0.596, 3.102], [-1.914, -2.080, 3.479], [0.137, 0.816, 0.952], [1.137, 0.026, 0.363], [1.027, -0.598, -0.809], [2.429, -1.366, -1.007], [3.192, -0.957, 0.320], [2.378, -0.161, 1.039], [10.786, -1.626, 2.678], [10.170, -1.183, 4.295], [10.043, -0.019, 2.999], [7.980, -1.323, 3.723], [8.602, -2.698, 2.862], [8.806, -1.323, 0.782], [8.039, 0.016, 1.632], [6.446, -1.175, 0.214], [6.864, -2.714, 0.954], [5.888, -1.693, 3.176], [4.775, -1.995, 1.873], [5.034, 0.419, 1.151], [6.005, 0.643, 2.626], [3.817, -0.603, 3.660], [4.125, 1.103, 3.715], [2.327, 1.293, 4.803], [0.912, 2.268, 4.620], [2.158, 4.149, 4.224], [3.496, 3.190, 4.770], [3.820, 4.868, 1.473], [-2.400, 2.039, 3.687], [-1.030, 2.309, 4.699], [-1.867, 0.146, 5.063], [-0.341, -0.131, 4.298], [-3.153, -0.397, 3.127], [-1.674, -0.485, 2.104], [-2.538, -2.350, 4.326], [-0.887, -2.241, 3.811], [-2.067, -2.744, 2.635], [-0.800, 0.945, 0.432], [-7.942, -1.906, 1.571], [-6.516, -1.839, 1.572], [-5.971, -1.856, 0.353], [-6.580, -1.930, -0.685], [-4.654, -1.774, 0.482], [-3.932, -1.775, -0.762], [-8.263, -1.893, 2.609], [-8.370, -1.046, 1.058], [-8.283, -2.827, 1.107], [-4.213, -0.917, -1.369], [-4.104, -2.698, -1.309], [-2.879, -1.704, -0.506], [6.405, 9.521, -1.470], [5.092, 9.492, -0.910], [4.440, 8.345, -1.102], [4.867, 7.382, -1.683], [3.240, 8.448, -0.535], [2.425, 7.281, -0.671], [6.816, 10.500, -1.242], [7.032, 8.753, -1.020], [6.366, 9.388, -2.549], [2.897, 6.424, -0.197], [2.228, 7.069, -1.720], [1.488, 7.491, -0.165], [6.835, -1.726, -6.929], [6.383, -0.591, -6.189], [5.983, -0.870, -4.949], [5.978, -1.959, -4.438], [5.588, 0.264, -4.374], [5.131, 0.106, -3.030], [7.126, -1.359, -7.909], [7.695, -2.183, -6.444], [6.035, -2.455, -7.040], [5.928, -0.278, -2.395], [4.269, -0.553, -2.995], [4.840, 1.092, -2.677], [-3.766, -3.830, -5.443], [-2.392, -3.483, -5.258], [-2.041, -3.296, -3.988], [-2.771, -3.397, -3.034], [-0.751, -2.976, -3.951], [-0.255, -2.746, -2.629], [-3.912, -3.951, -6.512], [-3.997, -4.766, -4.938], [-4.415, -3.036, -5.077], [-0.350, -3.648, -2.025], [-0.778, -1.919, -2.161], [0.799, -2.492, -2.718], [-4.670, 4.899, -1.931], [-5.957, 4.348, -1.645], [-6.066, 3.047, -1.915], [-5.196, 2.345, -2.359], [-7.301, 2.660, -1.603], [-7.554, 1.272, -1.845], [-4.720, 5.952, -1.668], [-3.902, 4.413, -1.331], [-4.437, 4.801, -2.989], [-6.892, 0.649, -1.249], [-7.438, 1.038, -2.901], [-8.582, 1.084, -1.548], [-8.658, -5.254, -0.514], [-10.017, -5.341, -0.079], [-10.686, -6.381, -0.575], [-10.247, -7.210, -1.326], [-11.929, -6.342, -0.093], [-12.766, -7.407, -0.546], [-8.231, -4.376, -0.046], [-8.096, -6.132, -0.201], [-8.605, -5.137, -1.594], [-12.364, -8.370, -0.236], [-12.873, -7.377, -1.629], [-13.736, -7.255, -0.084]], "lowdin_charge": [-0.11, -0.28, -0.23, -0.20, -0.23, -0.19, -0.11, -0.08, -0.09, -0.08, -0.13, -0.04, -0.34, 0.11, -0.23, -0.03, -0.19, -0.19, -0.24, -0.10, 0.04, -0.34, -0.19, 1.04, -0.22, -0.26, 0.07, 0.06, 0.07, 0.09, 0.11, 0.11, 0.10, 0.09, 0.11, 0.10, 0.09, 0.10, 0.11, 0.13, 0.09, 0.11, 0.09, 0.12, 0.12, 0.14, 0.13, 0.11, 0.13, 0.11, 0.11, 0.08, 0.07, 0.07, 0.07, 0.14, -0.03, 0.01, -0.63, 0.11, 0.00, -0.02, 0.10, 0.10, 0.07, 0.10, 0.08, 0.09, -0.04, 0.00, -0.63, 0.12, 0.01, -0.03, 0.09, 0.10, 0.10, 0.07, 0.10, 0.10, -0.04, 0.01, -0.62, 0.12, 0.01, -0.05, 0.09, 0.10, 0.10, 0.09, 0.05, 0.10, -0.04, 0.01, -0.61, 0.11, 0.02, -0.06, 0.09, 0.10, 0.10, 0.11, 0.07, 0.04, -0.04, 0.00, -0.63, 0.12, 0.01, -0.03, 0.09, 0.10, 0.10, 0.08, 0.10, 0.09, -0.03, 0.01, -0.63, 0.13, 0.00, -0.04, 0.06, 0.10, 0.10, 0.10, 0.10, 0.09]}

=====

# 2
{"formula": "C38H67F9O17SSi2", "method": "ωB97M-V/def2-TZVPD", "e_lumo_ev": 0.23, "largest_force_ev_per_a": 0.6, "spin_multiplicity": 1, "homo_ev": -9.27, "orbital_gap_ev": 9.5, "elements": ["C", "O", "C", "C", "C", "C", "C", "C", "C", "C", "C", "C", "C", "Si", "O", "Si", "C", "C", "C", "C", "C", "F", "F", "C", "F", "F", "S", "F", "F", "F", "F", "F", "H", "H", "H", "H", "H", "H", "H", "H", "H", "H", "H", "H", "H", "H", "H", "H", "H", "H", "H", "H", "H", "H", "H", "H", "H", "H", "H", "H", "H", "H", "H", "H", "H", "H", "H", "H", "H", "C", "C", "C", "O", "C", "O", "O", "H", "H", "H", "H", "H", "H", "C", "C", "C", "O", "C", "O", "O", "H", "H", "H", "H", "H", "H", "C", "C", "C", "O", "C", "O", "O", "H", "H", "H", "H", "H", "H", "C", "C", "C", "O", "C", "O", "O", "H", "H", "H", "H", "H", "H", "C", "C", "C", "O", "C", "O", "O", "H", "H", "H", "H", "H", "H"], "positions_angstrom": [[0.320, -2.466, 11.593], [-0.486, -1.343, 11.329], [-0.417, -0.854, 9.997], [-1.824, -0.550, 9.477], [-1.881, 0.701, 8.600], [-1.298, 0.481, 7.201], [-2.225, -0.315, 6.261], [-2.243, 0.178, 4.803], [-2.166, -0.952, 3.780], [-2.335, -0.482, 2.334], [-1.760, -1.477, 1.326], [-2.158, -1.179, -0.130], [-1.099, -0.413, -0.958], [-1.145, -0.985, -2.716], [0.071, -0.308, -3.606], [0.104, 0.044, -5.217], [1.792, -0.355, -5.876], [2.853, 0.719, -5.566], [3.251, 1.559, -6.797], [4.766, 1.737, -6.850], [5.320, 2.571, -7.971], [6.666, 2.628, -7.837], [5.051, 1.997, -9.170], [4.718, 4.027, -8.025], [4.602, 4.483, -6.769], [3.509, 3.946, -8.558], [5.677, 5.382, -8.997], [6.330, 4.287, -9.941], [4.514, 5.571, -10.043], [5.036, 6.518, -8.099], [6.880, 5.248, -7.964], [6.501, 6.485, -9.752], [1.387, -2.209, 11.621], [0.169, -3.253, 10.843], [0.026, -2.849, 12.570], [0.088, -1.598, 9.370], [0.195, 0.058, 9.980], [-2.469, -0.443, 10.352], [-2.190, -1.408, 8.901], [-2.923, 1.025, 8.497], [-1.332, 1.507, 9.095], [-1.064, 1.450, 6.751], [-0.346, -0.054, 7.292], [-1.922, -1.368, 6.254], [-3.241, -0.298, 6.670], [-1.401, 0.860, 4.636], [-3.150, 0.764, 4.615], [-1.205, -1.469, 3.893], [-2.938, -1.698, 4.003], [-3.401, -0.345, 2.122], [-1.863, 0.502, 2.215], [-0.668, -1.475, 1.415], [-2.107, -2.472, 1.609], [-3.080, -0.589, -0.128], [-2.421, -2.126, -0.619], [-1.284, 0.665, -0.914], [-0.099, -0.564, -0.538], [-2.452, -0.627, -3.325], [-1.007, -2.461, -2.754], [-0.166, 1.496, -5.374], [-0.952, -0.740, -5.907], [2.077, -1.304, -5.411], [1.748, -0.557, -6.949], [3.741, 0.237, -5.147], [2.500, 1.408, -4.790], [2.917, 1.066, -7.713], [2.764, 2.534, -6.746], [5.248, 0.762, -6.991], [5.141, 2.149, -5.910], [-6.556, -6.319, 5.106], [-5.836, -5.037, 4.795], [-6.669, -3.936, 4.166], [-5.706, -3.238, 3.365], [-4.727, -4.113, 3.039], [-3.874, -3.899, 2.236], [-4.859, -5.252, 3.746], [-7.254, -6.572, 4.309], [-5.850, -7.141, 5.215], [-7.117, -6.225, 6.036], [-5.294, -4.644, 5.660], [-7.121, -3.246, 4.873], [-7.434, -4.353, 3.505], [7.321, 5.533, -3.803], [5.929, 5.904, -3.367], [5.592, 7.381, -3.305], [4.578, 7.418, -2.298], [4.769, 6.361, -1.470], [4.208, 6.199, -0.436], [5.693, 5.524, -1.995], [8.074, 6.200, -3.381], [7.554, 4.518, -3.486], [7.386, 5.580, -4.891], [5.187, 5.379, -3.976], [5.202, 7.798, -4.230], [6.449, 7.966, -2.960], [-5.893, -8.781, -0.601], [-7.158, -8.432, 0.137], [-7.371, -6.971, 0.484], [-8.163, -7.055, 1.677], [-7.884, -8.239, 2.278], [-8.216, -8.523, 3.385], [-7.156, -9.020, 1.457], [-5.042, -8.220, -0.213], [-5.683, -9.844, -0.493], [-6.008, -8.560, -1.661], [-8.039, -8.821, -0.382], [-7.908, -6.397, -0.266], [-6.424, -6.482, 0.729], [-3.008, 6.419, 8.507], [-1.666, 5.906, 8.058], [-1.645, 5.020, 6.826], [-0.501, 4.194, 7.067], [-0.312, 4.118, 8.407], [0.441, 3.372, 8.942], [-1.111, 5.006, 9.040], [-3.774, 5.648, 8.421], [-2.954, 6.737, 9.547], [-3.300, 7.277, 7.901], [-0.951, 6.725, 7.935], [-1.517, 5.548, 5.886], [-2.532, 4.382, 6.784], [7.088, -1.711, -11.132], [5.624, -1.612, -10.800], [5.049, -0.217, -10.641], [3.980, -0.435, -9.711], [4.283, -1.528, -8.973], [3.692, -1.866, -7.997], [5.359, -2.157, -9.488], [7.671, -0.978, -10.572], [7.458, -2.705, -10.888], [7.240, -1.541, -12.198], [5.019, -2.184, -11.509], [4.649, 0.221, -11.551], [5.773, 0.461, -10.184]], "lowdin_charge": [-0.12, -0.20, -0.23, -0.17, -0.22, -0.20, -0.20, -0.22, -0.23, -0.22, -0.22, -0.27, -0.31, 0.49, -0.44, 0.50, -0.31, -0.24, -0.17, -0.08, -0.46, 0.11, 0.09, -0.43, 0.11, 0.14, 0.77, -0.13, -0.12, -0.13, -0.14, -0.11, 0.09, 0.08, 0.08, 0.11, 0.13, 0.11, 0.11, 0.11, 0.09, 0.09, 0.12, 0.10, 0.11, 0.11, 0.11, 0.12, 0.11, 0.11, 0.12, 0.11, 0.08, 0.10, 0.08, 0.08, 0.07, -0.01, -0.01, -0.02, -0.02, 0.08, 0.06, 0.11, 0.10, 0.11, 0.11, 0.14, 0.14, -0.01, -0.31, -0.08, 0.06, -0.57, 0.15, 0.08, 0.06, 0.10, 0.10, 0.16, 0.14, 0.14, -0.01, -0.33, -0.09, 0.06, -0.56, 0.17, 0.08, 0.09, 0.09, 0.08, 0.15, 0.14, 0.14, -0.02, -0.32, -0.08, 0.05, -0.57, 0.15, 0.09, 0.09, 0.09, 0.09, 0.16, 0.14, 0.14, -0.02, -0.32, -0.09, 0.05, -0.57, 0.16, 0.08, 0.09, 0.09, 0.09, 0.16, 0.14, 0.14, -0.02, -0.31, -0.09, 0.05, -0.56, 0.16, 0.09, 0.09, 0.09, 0.09, 0.16, 0.14, 0.12]}